Here is a structure of composition C5H8N2 from the OMol25 dataset. Energies are from ωB97M-V with the def2-TZVPD basis set.

XYZ file:
```
15
Properties=species:S:1:pos:R:3:forces:R:3
C -1.75090 0.61405 -0.43963 -1.739 1.615 -0.656
C -1.43824 -1.58852 0.54578 -0.661 -0.925 0.657
C -0.97937 -0.51499 -0.08214 1.697 -0.785 -0.068
C 1.23852 0.59144 1.13299 0.206 1.535 -5.942
C 0.46428 -0.32467 -0.42566 3.354 2.800 1.760
N -2.34958 1.52088 -0.84913 0.781 -1.041 0.650
N 0.72624 0.42414 -1.67676 1.135 1.134 0.440
H -0.80801 -2.48084 0.71178 -0.233 0.785 -0.107
H -2.45506 -1.65498 0.96632 0.535 0.155 -0.518
H 1.96879 1.39979 0.70672 -0.995 -1.809 0.534
H 0.51717 1.16782 1.59348 -1.722 0.559 1.445
H 1.72333 -0.17236 1.61233 0.956 -1.596 1.601
H 1.22951 -1.12518 -0.32083 -1.468 -0.097 -0.483
H 1.71440 0.83291 -1.73212 -1.598 -1.446 0.422
H 0.19892 1.31052 -1.74313 -0.247 -0.885 0.266
```
Forces are in eV/Å.

The value obtained for the total energy is -8292.0322 eV.